The following is a quantum chemistry calculation of a cluster of 5 separate species, C22H43N4O9PSi in total at a distorted geometry, from the Open Molecules 2025 dataset.

Calculated values
E_LUMO	0.25	eV
spin multiplicity	1

XYZ file:
```
80
Properties=species:S:1:pos:R:3:lowdin_charge:R:1
C -3.086 1.414 2.751 0.027
C -1.727 1.216 2.162 -0.580
O -0.950 0.479 2.650 0.119
O -1.416 1.811 1.008 0.002
C -1.951 3.105 0.687 -0.241
C -1.370 3.535 -0.649 -0.204
Si -2.223 2.931 -2.201 0.434
O -2.169 4.215 -3.241 -0.168
C -1.371 1.444 -2.929 -0.241
C -0.033 1.536 -3.411 -0.070
C 0.626 0.395 -3.928 -0.066
C -0.045 -0.847 -3.980 -0.068
C -1.384 -0.947 -3.532 -0.087
C -2.031 0.191 -3.011 -0.112
P -4.418 2.556 -1.740 0.739
O -4.888 1.971 -3.216 -0.363
O -4.264 1.164 -0.852 -0.371
H -2.975 1.619 3.810 0.094
H -3.613 0.471 2.645 0.096
H -3.680 2.194 2.296 0.066
H -1.645 3.807 1.463 0.130
H -3.037 3.099 0.672 0.073
H -1.400 4.626 -0.662 0.081
H -0.318 3.253 -0.666 0.084
H -2.332 3.950 -4.153 0.062
H 0.496 2.481 -3.367 0.093
H 1.643 0.470 -4.282 0.097
H 0.456 -1.727 -4.354 0.098
H -1.909 -1.888 -3.576 0.095
H -3.054 0.083 -2.680 0.062
H -5.159 1.047 -3.169 0.045
H -5.086 1.010 -0.375 0.042
C 1.765 6.815 0.440 -0.084
N 1.674 5.964 -0.727 0.004
C 2.638 5.171 -1.281 -0.548
C 3.987 5.169 -0.603 -0.017
O 2.389 4.507 -2.272 0.035
H 1.050 6.506 1.206 0.077
H 1.553 7.854 0.182 0.081
H 2.763 6.763 0.862 0.069
H 0.799 5.921 -1.225 0.126
H 4.638 4.483 -1.133 0.078
H 4.424 6.169 -0.612 0.084
H 3.895 4.825 0.427 0.075
C 0.028 -3.484 1.934 -0.066
N 0.078 -3.647 0.490 0.006
C -0.637 -2.983 -0.459 -0.534
C -1.607 -1.939 0.037 0.010
O -0.493 -3.228 -1.646 0.031
H 1.006 -3.200 2.316 0.085
H -0.251 -4.424 2.411 0.068
H -0.687 -2.716 2.212 0.070
H 0.724 -4.325 0.113 0.132
H -2.102 -1.494 -0.820 0.063
H -2.354 -2.384 0.696 0.089
H -1.080 -1.158 0.585 0.073
C 4.330 -0.101 2.830 -0.079
N 4.568 0.619 1.597 0.006
C 3.762 1.522 0.975 -0.540
C 2.436 1.841 1.629 0.000
O 4.111 2.050 -0.066 0.036
H 5.097 0.133 3.571 0.081
H 4.342 -1.177 2.658 0.081
H 3.363 0.171 3.241 0.071
H 5.435 0.453 1.110 0.137
H 1.926 2.571 1.008 0.073
H 1.806 0.956 1.714 0.078
H 2.580 2.257 2.628 0.086
C -1.444 -7.849 0.132 -0.071
N -0.448 -7.119 0.891 0.014
C 0.474 -7.598 1.765 -0.550
C 0.495 -9.090 2.006 -0.011
O 1.251 -6.842 2.327 0.027
H -1.296 -7.703 -0.938 0.086
H -2.449 -7.506 0.385 0.083
H -1.378 -8.910 0.349 0.070
H -0.408 -6.118 0.781 0.102
H 1.282 -9.303 2.722 0.081
H -0.457 -9.434 2.411 0.083
H 0.699 -9.632 1.082 0.084
```


The following is a quantum chemistry calculation of a structure of composition C22H44BBrF7N3O8PS2 at a distorted geometry, from the Open Molecules 2025 dataset.

Calculated values
E_LUMO	-4.29	eV
net charge	+1
spin multiplicity	1

XYZ file:
```
89
Properties=species:S:1:pos:R:3:lowdin_charge:R:1
C 0.501 -0.503 5.317 -0.072
C 1.769 -0.855 4.493 -0.186
C 1.701 -0.084 3.146 -0.222
O 0.444 -0.358 2.578 -0.107
C 0.393 -0.355 1.165 -0.337
B 1.010 1.092 0.690 -0.438
C 0.512 2.421 1.386 0.033
O 1.920 1.227 -0.333 0.148
C 1.222 -1.561 0.616 -0.012
C 0.668 -2.222 -0.713 -0.447
O 1.007 -1.266 -1.682 0.009
C 1.549 -3.502 -0.818 -0.211
O 2.910 -3.096 -0.972 -0.140
C 3.745 -3.671 0.030 -0.267
C 5.209 -3.323 -0.153 -0.059
C -0.893 -2.515 -0.659 -0.628
Br -1.176 -4.457 -0.414 1.038
S -1.543 -2.346 -2.438 0.563
C -0.445 -3.230 -3.587 -0.088
O -2.759 -3.078 -2.573 -0.362
O -1.598 -0.990 -2.880 -0.300
N -1.663 -1.713 0.349 -0.313
P -3.362 -1.075 -0.270 0.870
N -4.164 -0.426 0.894 -0.204
S -1.904 -2.456 1.970 0.701
O -2.186 -1.443 2.901 -0.192
O -0.738 -3.103 2.422 -0.205
C -3.308 -3.674 2.133 -0.487
F -4.038 -3.869 1.052 0.119
F -2.722 -4.844 2.333 0.118
C -4.176 -3.509 3.457 -0.408
F -3.435 -3.443 4.518 0.228
F -4.795 -4.689 3.535 0.182
C -5.325 -2.469 3.431 -0.622
F -4.938 -1.260 3.653 0.226
F -6.090 -2.581 2.377 0.207
F -6.098 -2.788 4.469 0.190
C -0.985 -0.355 0.554 -0.106
H -0.256 -1.255 5.112 0.064
H 0.759 -0.458 6.375 0.075
H 0.142 0.477 4.998 0.076
H 2.699 -0.545 4.972 0.111
H 1.789 -1.918 4.240 0.105
H 1.851 0.969 3.424 0.129
H 2.581 -0.409 2.571 0.133
H 0.175 3.167 0.662 0.063
H -0.220 2.236 2.176 0.075
H 1.398 2.846 1.879 0.089
H 2.800 0.932 -0.053 0.128
H 1.442 -2.320 1.366 0.122
H 2.195 -1.180 0.315 0.119
H 1.690 -1.605 -2.279 0.127
H 1.325 -4.120 -1.692 0.110
H 1.528 -4.061 0.113 0.103
H 3.660 -4.765 -0.032 0.130
H 3.453 -3.368 1.045 0.119
H 5.749 -3.846 0.644 0.087
H 5.621 -3.697 -1.090 0.083
H 5.419 -2.265 0.004 0.078
H 0.610 -3.040 -3.417 0.056
H -0.705 -2.781 -4.547 0.093
H -0.690 -4.288 -3.620 0.077
H -3.078 -0.037 -1.175 0.073
H -4.130 -2.125 -0.796 0.052
H -5.044 -0.928 0.994 -0.006
H -0.899 0.050 -0.465 0.139
H -1.632 0.345 1.095 0.143
C 0.055 2.775 -3.071 -0.089
C 0.919 3.959 -3.474 -0.269
N 0.177 5.194 -3.639 -0.197
C 0.962 6.256 -4.251 -0.245
C 2.173 6.795 -3.480 -0.086
C -0.638 5.596 -2.506 -0.244
C 0.067 5.821 -1.160 -0.084
H -0.742 2.601 -3.797 0.082
H 0.668 1.873 -3.021 0.066
H -0.395 2.914 -2.085 0.054
H 1.388 3.711 -4.430 0.121
H 1.737 4.061 -2.744 0.100
H 0.299 7.091 -4.493 0.114
H 1.315 5.888 -5.220 0.110
H 1.876 7.455 -2.667 0.056
H 2.800 7.385 -4.152 0.073
H 2.796 5.998 -3.073 0.065
H -1.414 4.840 -2.356 0.098
H -1.193 6.500 -2.768 0.117
H 0.815 5.055 -0.947 0.058
H -0.668 5.794 -0.350 0.071
H 0.549 6.795 -1.112 0.057
```


The following is a quantum chemistry calculation of a cluster of 5 separate species, C22H44BClO17 in total at a distorted geometry, from the Open Molecules 2025 dataset.

Calculated values
E_LUMO	0.36	eV
spin multiplicity	1

XYZ file:
```
85
Properties=species:S:1:pos:R:3:lowdin_charge:R:1
C 0.854 -2.552 -7.363 -0.087
C 0.297 -1.971 -5.974 -0.286
O -0.950 -2.556 -5.532 -0.183
C -2.015 -1.592 -5.456 -0.194
C -2.190 -0.884 -4.033 -0.526
Cl -0.718 0.150 -3.549 0.672
O -2.622 -1.767 -2.968 -0.056
C -1.534 -2.210 -2.154 -0.281
O -0.661 -3.008 -2.594 0.094
B -1.329 -1.790 -0.570 -0.427
O -1.453 -2.818 0.417 0.122
O -0.991 -0.415 -0.264 -0.055
C 0.401 -0.384 0.209 -0.066
H 0.316 -3.514 -7.641 0.080
H 1.983 -2.735 -7.220 0.080
H 0.717 -1.747 -8.178 0.076
H 1.083 -2.232 -5.172 0.124
H 0.281 -0.826 -6.040 0.098
H -3.014 -2.107 -5.721 0.148
H -1.851 -0.820 -6.298 0.139
H -3.040 -0.117 -4.161 0.134
H -1.179 -3.651 -0.044 0.126
H 1.114 0.024 -0.594 0.109
H 0.723 -1.470 0.437 0.101
H 0.498 0.171 1.209 0.110
C 0.539 5.221 3.305 -0.068
C 1.375 5.732 2.148 -0.213
O 1.516 4.737 1.126 0.033
C 0.434 4.541 0.354 -0.574
O -0.618 5.126 0.445 0.104
O 0.718 3.562 -0.518 0.004
C -0.391 3.178 -1.332 -0.045
H 0.952 4.285 3.693 0.082
H 0.506 5.956 4.112 0.080
H -0.486 5.009 2.994 0.072
H 2.383 5.958 2.503 0.123
H 0.966 6.656 1.730 0.125
H -0.821 4.038 -1.849 0.100
H -1.146 2.680 -0.720 0.101
H -0.030 2.471 -2.080 0.050
C 0.485 -8.705 2.377 -0.063
C 0.360 -8.411 3.860 -0.205
O 0.716 -7.054 4.154 0.006
C -0.197 -6.127 3.818 -0.572
O -1.269 -6.342 3.308 0.132
O 0.302 -4.915 4.124 -0.071
C -0.536 -3.833 3.711 -0.021
H 1.488 -8.454 2.019 0.083
H 0.290 -9.761 2.176 0.081
H -0.218 -8.111 1.791 0.074
H 1.058 -9.043 4.414 0.124
H -0.643 -8.634 4.234 0.126
H -1.548 -3.943 4.103 0.103
H -0.550 -3.769 2.621 0.084
H -0.111 -2.909 4.107 0.100
C -3.083 6.735 0.292 -0.078
C -4.538 6.988 -0.056 -0.210
O -4.852 8.387 -0.012 0.030
C -4.403 9.116 -1.047 -0.590
O -3.780 8.698 -1.992 0.119
O -4.748 10.396 -0.833 0.000
C -4.235 11.299 -1.811 -0.050
H -2.836 7.184 1.258 0.086
H -2.877 5.666 0.334 0.064
H -2.414 7.183 -0.445 0.075
H -5.176 6.503 0.688 0.122
H -4.801 6.567 -1.030 0.124
H -4.514 10.990 -2.821 0.096
H -3.149 11.371 -1.718 0.099
H -4.665 12.282 -1.619 0.093
C 5.548 -2.309 0.715 -0.070
C 6.217 -3.544 1.287 -0.217
O 5.724 -3.844 2.598 0.028
C 4.498 -4.396 2.646 -0.587
O 3.801 -4.659 1.695 0.117
O 4.175 -4.578 3.933 0.014
C 2.841 -5.062 4.128 -0.036
H 5.653 -1.463 1.400 0.082
H 5.988 -2.042 -0.248 0.080
H 4.477 -2.466 0.569 0.069
H 7.288 -3.357 1.393 0.122
H 6.103 -4.409 0.627 0.124
H 2.664 -5.972 3.556 0.092
H 2.129 -4.292 3.855 0.085
H 2.718 -5.290 5.186 0.109
```


The following is a quantum chemistry calculation of a structure of composition C22H44CaN2Si4 at a distorted geometry, from the Open Molecules 2025 dataset.

Calculated values
E_LUMO	-1.01	eV
spin multiplicity	1

XYZ file:
```
73
Properties=species:S:1:pos:R:3:lowdin_charge:R:1
C 3.250 -0.994 1.137 -0.229
C 2.946 -2.386 0.569 -0.210
H 3.543 -0.277 0.353 0.075
H 4.127 -1.058 1.803 0.096
H 2.448 -0.579 1.794 0.004
H 2.339 -2.403 -0.363 0.038
H 3.888 -2.871 0.280 0.084
H 2.464 -3.043 1.304 0.071
C 1.304 2.519 -0.775 -0.119
C 0.878 3.788 -1.195 -0.057
C -0.251 3.886 -2.011 -0.037
C -0.918 2.721 -2.379 -0.003
H 2.205 2.391 -0.158 0.099
H 1.422 4.667 -0.852 0.117
H -0.609 4.851 -2.352 0.115
H -1.800 2.756 -3.006 0.101
N 0.634 1.388 -1.100 -0.002
C -0.474 1.473 -1.902 -0.208
C -1.265 0.235 -2.138 -0.207
N -0.878 -0.897 -1.472 -0.005
C -1.659 -2.002 -1.500 -0.109
C -3.258 -0.906 -2.932 -0.040
C -2.887 -2.022 -2.173 -0.036
H -1.276 -2.867 -0.946 0.090
H -3.524 -2.899 -2.079 0.113
C -2.435 0.224 -2.931 -0.007
H -2.687 1.106 -3.523 0.104
H -4.174 -0.912 -3.523 0.115
Ca 0.942 -0.747 0.084 1.101
C -0.126 -2.634 1.303 -0.338
H 0.088 -3.432 0.575 -0.068
H -1.212 -2.590 1.427 -0.061
H 0.326 -2.962 2.250 -0.062
C -3.053 2.123 0.961 -0.219
Si -2.612 1.068 2.460 0.270
C -3.297 1.847 4.041 -0.223
C -3.377 -0.626 2.169 -0.224
Si -0.311 0.850 2.677 0.343
Si 0.418 2.996 3.206 0.267
C 0.131 3.530 4.997 -0.230
C 2.271 2.979 2.874 -0.240
C -0.418 4.309 2.137 -0.229
Si 0.055 -0.376 4.618 0.283
C -0.493 0.393 6.252 -0.224
C -0.850 -2.027 4.552 -0.226
C 1.920 -0.631 4.674 -0.234
H -4.142 2.285 0.970 0.028
H -2.793 1.609 0.024 0.006
H -2.560 3.103 0.956 0.000
H -4.375 1.996 3.873 0.021
H -3.176 1.195 4.917 0.013
H -2.848 2.825 4.264 0.016
H -3.049 -1.056 1.211 0.007
H -3.153 -1.342 2.970 0.011
H -4.468 -0.485 2.127 0.025
H 0.937 3.171 5.652 0.023
H 0.149 4.631 5.016 0.023
H -0.831 3.198 5.407 0.011
H 2.495 2.862 1.805 -0.013
H 2.678 3.948 3.203 0.026
H 2.791 2.185 3.424 0.010
H -0.299 4.119 1.061 -0.008
H -1.489 4.407 2.362 0.021
H 0.061 5.274 2.366 0.028
H -1.537 0.733 6.236 0.010
H -0.410 -0.403 7.010 0.027
H 0.150 1.228 6.562 0.010
H -0.726 -2.551 3.605 -0.031
H -0.427 -2.668 5.339 0.031
H -1.928 -1.917 4.729 0.022
H 2.276 -1.293 3.871 0.007
H 2.478 0.313 4.618 0.010
H 2.157 -1.111 5.635 0.027
```


The following is a quantum chemistry calculation of a cluster of 8 separate species, C22H44Cl2O21 in total at a distorted geometry, from the Open Molecules 2025 dataset.

Calculated values
E_LUMO	0.36	eV
spin multiplicity	1

XYZ file:
```
89
Properties=species:S:1:pos:R:3:lowdin_charge:R:1
C -9.842 -8.096 -18.821 0.000
O -9.457 -7.284 -19.946 0.003
C -10.342 -6.573 -20.527 -0.646
O -11.537 -6.458 -20.253 0.105
O -9.735 -6.035 -21.586 -0.039
C -10.463 -5.199 -22.535 -0.001
H -10.460 -8.921 -19.176 0.103
H -10.378 -7.496 -18.086 0.098
H -8.987 -8.435 -18.236 0.095
H -10.881 -4.404 -21.918 0.104
H -11.266 -5.816 -22.939 0.097
H -9.891 -4.740 -23.342 0.054
C -6.364 -9.993 -25.918 -0.078
O -5.225 -10.188 -26.670 -0.023
C -4.440 -9.122 -27.107 -0.541
O -4.551 -7.977 -26.716 0.110
O -3.561 -9.614 -27.964 0.005
C -2.602 -8.734 -28.598 -0.009
H -6.798 -10.909 -25.517 0.101
H -7.121 -9.571 -26.580 0.072
H -6.163 -9.281 -25.117 0.092
H -3.172 -7.854 -28.895 0.088
H -2.202 -9.069 -29.556 0.096
H -1.863 -8.444 -27.852 0.102
C -1.967 -2.066 -28.123 -0.043
O -3.015 -2.868 -27.552 -0.036
C -3.875 -2.267 -26.662 -0.546
O -3.816 -1.184 -26.123 0.132
O -4.871 -3.133 -26.371 -0.040
C -5.133 -4.374 -27.016 -0.050
H -1.420 -2.528 -28.945 0.087
H -1.145 -1.870 -27.435 0.092
H -2.402 -1.129 -28.470 0.096
H -4.252 -4.974 -26.787 0.102
H -5.257 -4.155 -28.076 0.079
H -6.104 -4.807 -26.774 0.053
C -10.337 -3.494 -26.249 -0.066
O -11.451 -3.844 -25.488 -0.018
C -12.449 -4.643 -25.939 -0.540
O -12.415 -5.205 -27.020 0.104
O -13.473 -4.672 -25.055 0.002
C -14.662 -5.374 -25.404 -0.048
H -10.546 -2.587 -26.816 0.104
H -9.908 -4.177 -26.982 0.066
H -9.502 -3.349 -25.564 0.058
H -14.713 -5.654 -26.457 0.092
H -15.527 -4.787 -25.097 0.093
H -14.854 -6.302 -24.865 0.090
C -6.734 -3.960 -30.722 -0.081
O -7.088 -5.210 -30.280 0.008
C -7.694 -5.435 -29.100 -0.541
O -7.958 -4.602 -28.236 0.090
O -7.926 -6.750 -29.015 0.012
C -8.504 -7.293 -27.842 -0.035
H -6.485 -3.195 -29.986 0.097
H -7.605 -3.556 -31.238 0.096
H -6.054 -3.990 -31.574 0.100
H -7.883 -7.241 -26.948 0.082
H -8.583 -8.367 -28.012 0.091
H -9.483 -6.851 -27.656 0.099
C -6.928 -5.556 -19.424 -0.029
O -5.600 -5.539 -18.766 0.008
C -5.179 -6.652 -18.213 -0.582
O -5.826 -7.706 -18.119 0.084
O -3.942 -6.454 -17.710 -0.022
C -3.181 -7.475 -17.091 -0.047
H -7.009 -6.484 -19.992 0.062
H -7.088 -4.767 -20.159 0.084
H -7.720 -5.599 -18.678 0.095
H -3.545 -7.778 -16.109 0.095
H -2.232 -7.038 -16.781 0.096
H -3.072 -8.337 -17.749 0.102
C 0.577 -9.237 -17.801 -0.045
O -0.232 -8.846 -18.897 -0.024
C -0.344 -7.556 -19.261 -0.512
O 0.399 -6.607 -18.973 0.102
O -1.523 -7.522 -20.011 -0.048
C -2.057 -6.299 -20.496 -0.043
H 0.678 -10.312 -17.650 0.096
H 0.115 -8.809 -16.911 0.091
H 1.568 -8.788 -17.847 0.094
H -2.440 -5.772 -19.623 0.090
H -2.940 -6.517 -21.097 0.061
H -1.346 -5.775 -21.136 0.102
Cl -5.484 -5.840 -22.470 0.588
C -6.868 -5.826 -23.550 -1.021
Cl -7.132 -4.223 -24.151 0.619
H -6.811 -6.484 -24.417 0.024
H -7.730 -6.143 -22.962 0.007
```